10
Properties=species:S:1:pos:R:3:forces:R:3:lowdin_spin:R:1 method="wB97M-V/def2-TZVPD" e_homo_ha="-0.6138 / -0.5235" spin_multiplicity=2 e_above_lowest_kcal_mol=54.0 mol_weight_g_mol=45.09 gap_ev="12.1068 / 3.9722" total_charge=+1 largest_force_ev_per_a=5.70
N 2.20965 -0.54611 -0.66255 -2.34 3.81 -3.53 0.4561
C -1.09336 1.00540 0.42108 -1.36 0.38 -2.07 0.2330
C -1.55081 -0.28955 0.39027 -0.37 0.49 2.57 0.2520
H 2.58849 -1.34900 -1.02160 1.56 -2.53 -0.98 0.0144
H 1.64718 -0.69637 0.10645 -1.15 -0.21 2.38 0.0103
H -1.67064 1.82246 -0.09656 0.65 -0.89 0.80 0.0066
H 1.65205 -0.01628 -1.45714 1.75 -1.01 2.14 0.0018
H -1.03298 -1.02447 1.00396 0.30 -0.20 -0.64 0.0065
H -0.16371 1.25362 0.85495 0.92 0.30 0.46 0.0104
H -2.62288 -0.46227 0.37963 0.03 -0.14 -1.13 0.0089